1.
ORCA calculation (ωB97M-V/def2-TZVPD) on one molecule with the formula C16H21NO2 at a distorted geometry.

Each line ends with the natural charge from an NBO analysis.
Atoms and positions in Å:
O  1.36  -3.42  2.29  -0.505
O  5.90  -1.90  2.66  -0.501
N  3.60  -2.80  3.46  -0.714
C  1.01  0.21  2.70  0.074
C  2.22  -0.89  2.81  -0.172
C  -1.91  -0.66  0.09  -0.410
C  -2.09  0.06  -1.40  -0.417
C  3.74  -0.32  2.99  -0.109
C  -2.01  2.03  -4.20  -0.639
C  -1.01  0.36  1.00  -0.404
C  -2.40  0.57  -4.84  -0.415
C  4.18  1.26  3.09  -0.209
C  -2.46  -1.02  -2.58  -0.417
C  2.93  2.37  3.02  -0.189
C  1.36  1.84  2.80  -0.238
C  -0.54  -0.28  2.47  -0.466
C  2.24  -2.53  2.78  0.679
C  -1.76  -0.72  -4.04  -0.410
C  4.60  -1.71  3.01  0.654
H  -3.63  -1.14  -2.70  0.211
H  -1.48  1.42  1.18  0.213
H  3.51  -2.52  4.48  0.402
H  0.01  0.55  0.41  0.215
H  -3.00  0.81  -1.31  0.205
H  -0.58  -1.45  2.48  0.252
H  -1.15  0.70  -1.69  0.210
H  -1.97  0.56  -5.94  0.206
H  -1.22  0.11  3.35  0.231
H  -2.98  -0.80  0.56  0.214
H  3.12  3.53  3.10  0.247
H  -2.82  2.27  -3.38  0.207
H  -0.96  2.00  -3.66  0.209
H  0.49  2.65  2.73  0.249
H  -2.07  -2.09  -2.22  0.207
H  5.31  1.55  3.21  0.264
H  -0.59  -0.64  -3.99  0.211
H  -1.99  -1.67  -4.71  0.213
H  -2.06  2.92  -4.99  0.220
H  -3.58  0.49  -4.96  0.207
H  -1.34  -1.69  -0.04  0.218

Output
HOMO-LUMO gap in eV: 7.711
Multiplicity: 1
DFT total energy in eV: -22503.8147
HOMO energy in eV: -9.17
Energy relative to the best compared isomer or geometry (same formula, charge and spin) in kcal per mole: 360.2
SMILES: CCCCCCCCc1cccc2c1C(=O)NC2=O

2.
ORCA calculation (ωB97M-V/def2-TZVPD) on a 8-piece molecular cluster, C36H45IN8O3 overall at a distorted geometry.

Each line ends with the Löwdin charge.
Atoms and positions in Å:
I  -0.38  -0.92  0.88  1.086
O  -4.62  -1.87  3.42  0.162
O  -2.43  -1.76  3.87  0.123
O  -6.73  -1.24  2.76  0.175
N  5.32  3.39  -2.12  0.014
N  2.46  -2.61  -0.61  0.000
N  0.81  -0.01  -2.56  -0.003
N  -2.54  -4.12  -0.36  0.011
N  -2.36  4.79  0.13  0.003
N  -6.12  2.08  2.51  0.047
N  4.36  3.86  2.22  0.011
N  -1.51  -4.34  2.90  0.012
C  6.21  4.50  -3.82  -0.114
C  -1.96  -4.93  -2.33  -0.107
C  -1.02  -6.38  2.20  -0.115
C  6.22  4.37  -2.45  -0.144
C  0.24  -0.53  -3.68  -0.124
C  -2.06  4.92  -1.20  -0.134
C  -5.53  -1.05  2.81  -0.363
C  2.91  -3.81  -0.13  -0.137
C  3.92  3.65  0.94  -0.150
C  -3.50  -0.03  2.52  -0.071
C  -2.41  0.90  2.11  -0.216
C  1.69  1.09  -4.26  -0.104
C  0.76  0.13  -4.76  -0.098
C  4.01  1.68  2.03  -0.107
C  4.12  -4.07  -0.70  -0.109
C  -1.01  0.42  2.44  -0.724
C  3.38  -2.10  -1.50  -0.135
C  4.42  -2.98  -1.57  -0.106
C  -4.79  0.10  2.24  -0.086
C  -3.13  4.46  -1.92  -0.101
C  4.41  2.67  2.89  -0.132
C  -1.63  -4.90  -1.00  -0.134
C  1.69  0.98  -2.90  -0.169
C  -0.08  1.62  2.54  -0.145
C  -3.38  -1.26  3.32  -0.354
C  4.74  2.89  -3.25  -0.130
C  -0.15  -4.39  2.76  -0.160
C  -4.12  4.04  -0.99  -0.110
C  -2.05  -5.55  2.56  -0.152
C  -5.47  1.18  1.51  -0.173
C  0.19  -5.64  2.33  -0.118
C  -3.46  -3.64  -1.26  -0.150
C  -3.12  -4.13  -2.50  -0.117
C  3.70  2.30  0.79  -0.118
C  -3.61  4.26  0.27  -0.164
C  5.28  3.56  -4.33  -0.106
H  -2.04  -3.53  3.20  0.094
H  1.59  -2.18  -0.35  -0.016
H  0.45  -3.53  2.98  0.091
H  3.35  1.82  -0.10  0.077
H  4.73  -4.94  -0.53  0.089
H  4.61  4.75  2.61  0.145
H  5.30  -2.87  -2.18  0.090
H  3.21  -1.16  -1.99  0.089
H  -5.41  2.39  3.15  0.066
H  0.51  -0.05  -5.79  0.090
H  5.13  3.09  -1.18  0.096
H  -0.49  -1.32  -3.61  0.109
H  -3.65  -3.93  -3.41  0.088
H  6.82  5.19  -4.39  0.088
H  2.29  1.77  -4.84  0.088
H  -1.75  5.05  0.88  0.139
H  2.25  1.51  -2.14  0.081
H  3.94  0.63  2.26  0.096
H  -1.12  -7.41  1.87  0.096
H  -4.75  1.73  0.93  0.089
H  3.81  4.47  0.26  0.111
H  -1.43  -5.46  -3.10  0.090
H  4.01  2.11  -3.20  0.070
H  -3.20  4.43  -2.99  0.093
H  -4.27  -3.00  -0.94  0.099
H  -2.54  -3.93  0.63  0.097
H  -0.35  2.17  3.44  0.085
H  -2.45  1.05  1.04  0.102
H  -2.60  1.87  2.56  0.128
H  -6.27  0.80  0.89  0.128
H  6.78  4.89  -1.70  0.103
H  -3.11  -5.72  2.60  0.114
H  5.03  3.39  -5.36  0.089
H  -0.83  -5.38  -0.46  0.098
H  2.32  -4.38  0.57  0.088
H  4.73  2.62  3.92  0.108
H  0.94  1.28  2.62  0.054
H  -0.96  -0.13  3.37  0.067
H  0.63  -0.29  -1.61  0.003
H  -4.03  4.09  1.24  0.097
H  1.18  -5.99  2.13  0.088
H  -1.11  5.32  -1.52  0.108
H  -0.21  2.24  1.66  0.074
H  -6.75  1.49  3.05  0.068
H  -5.09  3.63  -1.21  0.093

Output
HOMO-LUMO gap in eV: 6.352
Multiplicity: 1
DFT total energy in eV: -64224.5733
HOMO energy in eV: -8.05
SMILES: C[C@H](I)CC1=C(CN)C(=O)OC1=O.c1cc[nH]c1.c1cc[nH]c1.c1cc[nH]c1.c1cc[nH]c1.c1cc[nH]c1.c1cc[nH]c1.c1cc[nH]c1

3.
ORCA calculation (ωB97M-V/def2-TZVPD) on a 2-piece molecular cluster, C2HBrO3 overall at a distorted geometry.

Each line ends with the natural charge from an NBO analysis.
Atoms and positions in Å:
Br  -0.45  -2.04  0.01  0.059
O  -1.93  1.60  1.26  -0.493
O  1.79  -0.60  0.41  -0.246
O  -0.33  1.00  -0.32  -0.553
C  -1.12  1.27  0.51  1.040
C  1.07  -0.86  -0.47  -0.057
H  0.98  -0.38  -1.41  0.250

Output
HOMO-LUMO gap (spin up / spin down) in eV: 6.880 / 7.457
Multiplicity: 3
DFT total energy in eV: -78270.7716
Expectation value of S²: 2.0109
HOMO energy (spin up / spin down) in eV: -6.38 / -11.15
Energy relative to the best compared isomer or geometry (same formula, charge and spin) in kcal per mole: 0.0